{
  "formula": "C35H83BrF4N4O6P2Si",
  "method": "ωB97M-V/def2-TZVPD",
  "smiles": "C[Si](C)(C)OCC[C@@](COCBr)(OCPP(=O)(O)O)C(F)(F)C(F)F.CCN(CC)CC.CCN(CC)CC.CCN(CC)CC.CCN(CC)CC",
  "homo_lumo_gap_ev": 7.93,
  "homo_energy_ev": -7.88,
  "energy_ha": -5999.53316,
  "charge": 0,
  "elements": ["C", "Si", "C", "C", "O", "C", "C", "C", "C", "O", "C", "Br", "O", "C", "P", "P", "O", "O", "O", "C", "F", "F", "C", "F", "F", "H", "H", "H", "H", "H", "H", "H", "H", "H", "H", "H", "H", "H", "H", "H", "H", "H", "H", "H", "H", "H", "H", "H", "C", "C", "N", "C", "C", "C", "C", "H", "H", "H", "H", "H", "H", "H", "H", "H", "H", "H", "H", "H", "H", "H", "C", "C", "N", "C", "C", "C", "C", "H", "H", "H", "H", "H", "H", "H", "H", "H", "H", "H", "H", "H", "H", "H", "C", "C", "N", "C", "C", "C", "C", "H", "H", "H", "H", "H", "H", "H", "H", "H", "H", "H", "H", "H", "H", "H", "C", "C", "N", "C", "C", "C", "C", "H", "H", "H", "H", "H", "H", "H", "H", "H", "H", "H", "H", "H", "H", "H"],
  "positions_angstrom": [[-4.458, -2.401, 3.083], [-3.829, -3.099, 1.437], [-3.175, -4.833, 1.806], [-5.295, -3.093, 0.262], [-2.547, -2.112, 0.996], [-2.236, -2.056, -0.386], [-0.789, -2.466, -0.669], [0.189, -1.265, -0.848], [0.104, -0.827, -2.324], [-1.182, -0.362, -2.658], [-1.936, -1.191, -3.462], [-2.388, -0.353, -5.176], [-0.293, -0.293, 0.038], [0.586, 0.792, 0.222], [-0.405, 2.343, 0.470], [0.375, 3.550, -1.155], [1.084, 2.724, -2.135], [1.369, 4.676, -0.621], [-0.816, 4.292, -1.888], [1.590, -1.817, -0.491], [1.712, -1.918, 0.825], [1.672, -3.075, -0.956], [2.824, -1.065, -1.095], [3.526, -0.456, -0.123], [3.655, -1.923, -1.679], [-3.829, -1.603, 3.460], [-4.620, -3.186, 3.810], [-5.438, -1.961, 2.907], [-2.855, -4.918, 2.833], [-3.925, -5.580, 1.562], [-2.291, -4.997, 1.191], [-5.626, -2.087, 0.038], [-5.016, -3.578, -0.672], [-6.073, -3.716, 0.693], [-2.869, -2.706, -0.997], [-2.461, -1.052, -0.724], [-0.469, -3.009, 0.211], [-0.744, -3.122, -1.524], [0.445, -1.676, -2.918], [0.788, -0.011, -2.546], [-1.502, -2.166, -3.644], [-2.894, -1.342, -2.986], [1.162, 0.647, 1.132], [1.243, 0.984, -0.619], [0.007, 2.947, 1.678], [1.986, 4.266, 0.003], [-1.316, 3.594, -2.344], [2.594, -0.297, -1.827], [3.784, -0.879, 2.844], [4.329, -0.362, 4.166], [5.436, -1.139, 4.691], [5.782, -0.768, 6.053], [6.319, 0.646, 6.298], [6.556, -1.331, 3.785], [7.271, -0.084, 3.247], [3.459, -1.915, 2.935], [2.925, -0.283, 2.536], [4.519, -0.815, 2.044], [3.516, -0.397, 4.897], [4.590, 0.703, 4.044], [6.502, -1.492, 6.444], [4.885, -0.901, 6.667], [7.361, 0.750, 5.997], [6.282, 0.870, 7.367], [5.729, 1.408, 5.789], [6.205, -1.917, 2.932], [7.289, -1.979, 4.274], [6.573, 0.703, 2.959], [7.848, -0.348, 2.359], [7.976, 0.326, 3.969], [2.071, 6.183, -8.143], [1.061, 5.151, -7.665], [1.657, 4.037, -6.954], [0.723, 2.951, -6.706], [-0.469, 3.215, -5.777], [2.508, 4.390, -5.829], [1.880, 5.199, -4.688], [2.822, 5.727, -8.791], [1.560, 6.960, -8.714], [2.580, 6.676, -7.314], [0.550, 4.755, -8.547], [0.292, 5.666, -7.067], [1.280, 2.092, -6.321], [0.332, 2.625, -7.675], [-0.172, 3.221, -4.729], [-1.205, 2.414, -5.892], [-0.976, 4.154, -6.004], [3.368, 4.945, -6.210], [2.940, 3.473, -5.420], [1.235, 6.003, -5.047], [2.670, 5.660, -4.090], [1.307, 4.566, -4.015], [-4.652, -4.341, -4.303], [-5.436, -5.377, -3.510], [-6.873, -5.264, -3.666], [-7.611, -6.095, -2.730], [-7.470, -7.618, -2.843], [-7.359, -5.276, -5.036], [-7.043, -6.504, -5.902], [-4.948, -3.327, -4.027], [-3.586, -4.452, -4.095], [-4.781, -4.458, -5.379], [-5.199, -5.234, -2.452], [-5.063, -6.378, -3.778], [-8.671, -5.835, -2.793], [-7.307, -5.802, -1.720], [-8.045, -8.022, -3.675], [-7.858, -8.088, -1.937], [-6.432, -7.935, -2.950], [-6.967, -4.392, -5.543], [-8.441, -5.121, -5.021], [-6.017, -6.851, -5.773], [-7.170, -6.249, -6.957], [-7.717, -7.333, -5.696], [1.327, 6.197, 8.037], [1.850, 4.771, 8.128], [1.305, 3.884, 7.118], [1.627, 2.486, 7.355], [3.098, 2.061, 7.290], [1.449, 4.331, 5.743], [2.868, 4.580, 5.209], [0.239, 6.222, 8.112], [1.736, 6.790, 8.856], [1.622, 6.686, 7.108], [1.570, 4.378, 9.109], [2.951, 4.800, 8.109], [1.051, 1.871, 6.657], [1.242, 2.222, 8.346], [3.456, 1.983, 6.264], [3.211, 1.069, 7.734], [3.756, 2.736, 7.839], [0.875, 5.252, 5.625], [0.945, 3.612, 5.091], [3.499, 5.098, 5.931], [2.818, 5.204, 4.314], [3.363, 3.654, 4.919]],
  "mulliken_charge": [-1.265, 0.626, -1.163, -0.682, -0.224, -0.234, -1.805, 1.859, -1.447, -0.150, -0.660, -0.196, -0.185, 0.363, -0.270, 0.858, -0.531, -0.555, -0.493, 0.835, -0.202, -0.394, 0.389, -0.229, -0.343, 0.303, 0.362, 0.349, 0.341, 0.363, 0.303, 0.332, -0.196, 0.429, 0.033, 0.462, 0.636, 0.348, 0.536, 0.308, 0.431, 0.306, -0.348, 0.060, -0.037, 0.353, 0.355, 0.139, -1.099, -0.143, 0.043, -0.642, -0.979, -0.713, -0.982, 0.290, 0.030, 0.310, 0.341, 0.159, 0.377, 0.382, 0.321, 0.407, 0.178, 0.370, 0.384, 0.230, 0.377, 0.308, -1.454, -0.272, 0.137, -0.816, -0.452, -0.814, -0.504, 0.329, 0.435, 0.303, 0.436, 0.233, 0.356, 0.373, -0.084, 0.207, 0.303, 0.355, 0.352, 0.300, 0.418, -0.131, -1.551, -0.286, 0.114, -0.547, -1.010, -0.691, -0.983, 0.317, 0.413, 0.400, 0.385, 0.235, 0.401, 0.209, 0.229, 0.427, 0.263, 0.379, 0.365, 0.261, 0.363, 0.291, -1.432, -0.257, 0.184, -1.113, -0.357, -0.750, -0.744, 0.331, 0.433, 0.294, 0.436, 0.222, 0.339, 0.403, -0.212, 0.411, 0.375, 0.362, 0.361, 0.244, 0.373, 0.083]
}